333
Properties=species:S:1:pos:R:3:lowdin_charge:R:1 method="wB97M-V/def2-TZVPD" multiplicity=1 homo_lumo_gap_ha=0.31104 mol_weight_g_mol=1950.579 fmax_ev_per_a=3.28 charge=0
C 3.377 -6.822 -2.068 -0.090
O 2.229 -6.010 -1.714 -0.195
C 2.698 -4.720 -1.272 -0.188
C 1.618 -3.920 -0.585 -0.187
O 1.127 -4.468 0.643 -0.163
C 0.160 -5.514 0.503 -0.149
C -0.187 -5.940 1.913 -0.178
O -1.062 -5.092 2.662 -0.169
C -0.530 -3.823 3.101 -0.077
H 4.048 -6.334 -2.775 0.082
H 3.059 -7.736 -2.569 0.084
H 3.975 -7.071 -1.191 0.085
H 3.017 -4.186 -2.167 0.125
H 3.574 -4.825 -0.633 0.118
H 0.833 -3.688 -1.304 0.109
H 1.934 -2.894 -0.394 0.109
H 0.627 -6.305 -0.084 0.122
H -0.693 -5.034 0.023 0.125
H 0.756 -5.999 2.456 0.112
H -0.617 -6.940 1.983 0.128
H -1.129 -3.435 3.925 0.075
H -0.655 -3.071 2.321 0.062
H 0.530 -3.848 3.352 0.079
C 4.998 1.864 -8.743 -0.111
O 3.941 2.308 -7.919 -0.167
C 2.957 1.329 -7.640 -0.183
C 2.877 0.824 -6.189 -0.138
O 2.308 1.815 -5.289 -0.147
C 3.077 2.955 -4.876 -0.171
C 2.449 3.618 -3.678 -0.203
O 2.678 2.738 -2.609 -0.190
C 2.458 3.340 -1.376 -0.114
H 5.473 0.976 -8.327 0.064
H 5.858 2.533 -8.751 0.085
H 4.760 1.711 -9.796 0.088
H 3.047 0.452 -8.282 0.102
H 1.976 1.739 -7.881 0.124
H 3.856 0.510 -5.826 0.102
H 2.292 -0.096 -6.188 0.114
H 3.119 3.709 -5.661 0.123
H 4.088 2.665 -4.592 0.128
H 1.380 3.784 -3.814 0.128
H 2.885 4.596 -3.472 0.126
H 1.452 3.662 -1.107 0.071
H 2.986 4.293 -1.352 0.090
H 2.804 2.667 -0.591 0.077
C 8.441 4.553 1.730 -0.087
O 7.964 5.746 2.328 -0.182
C 6.730 5.638 2.940 -0.198
C 6.853 5.204 4.446 -0.158
O 6.035 4.079 4.775 -0.138
C 5.915 3.878 6.180 -0.194
C 5.463 2.507 6.695 -0.182
O 4.168 2.193 6.153 -0.206
C 3.552 0.950 6.605 -0.076
H 9.492 4.683 1.473 0.094
H 7.897 4.333 0.811 0.073
H 8.228 3.754 2.440 0.089
H 5.945 5.131 2.379 0.095
H 6.416 6.682 2.936 0.125
H 6.652 6.083 5.058 0.116
H 7.885 4.996 4.728 0.122
H 5.402 4.675 6.720 0.126
H 6.939 3.930 6.548 0.116
H 5.451 2.519 7.785 0.123
H 6.171 1.720 6.435 0.120
H 2.574 0.844 6.134 0.068
H 3.382 0.832 7.675 0.081
H 4.190 0.113 6.323 0.082
C -6.759 1.907 4.798 -0.072
O -7.283 0.638 4.300 -0.180
C -6.542 0.071 3.200 -0.143
C -5.085 -0.505 3.548 -0.175
O -5.151 -1.546 4.489 -0.143
C -3.914 -2.261 4.656 -0.152
C -3.010 -1.575 5.739 -0.184
O -2.311 -0.564 5.077 -0.203
C -1.152 -0.040 5.604 -0.124
H -7.457 2.352 5.508 0.086
H -6.598 2.681 4.048 0.065
H -5.802 1.750 5.295 0.071
H -6.319 0.836 2.456 0.101
H -7.113 -0.730 2.729 0.122
H -4.486 0.231 4.084 0.094
H -4.642 -0.865 2.619 0.109
H -3.370 -2.370 3.717 0.112
H -4.155 -3.253 5.038 0.122
H -2.340 -2.268 6.249 0.117
H -3.741 -1.221 6.467 0.124
H -0.412 -0.837 5.688 0.090
H -1.322 0.448 6.564 0.086
H -0.650 0.737 5.028 0.063
C -2.741 2.927 4.933 -0.066
O -3.388 3.915 4.127 -0.178
C -3.942 3.393 2.964 -0.190
C -4.861 4.521 2.336 -0.143
O -6.022 4.998 3.047 -0.148
C -5.772 6.032 3.998 -0.166
C -7.140 6.698 4.442 -0.160
O -7.757 7.288 3.296 -0.190
C -8.980 7.971 3.438 -0.116
H -2.163 3.476 5.677 0.089
H -2.050 2.376 4.295 0.072
H -3.383 2.152 5.352 0.079
H -4.576 2.529 3.165 0.096
H -3.177 3.218 2.208 0.095
H -5.231 4.158 1.378 0.111
H -4.248 5.384 2.078 0.108
H -5.129 6.759 3.502 0.107
H -5.186 5.636 4.827 0.115
H -6.922 7.372 5.271 0.116
H -7.708 5.899 4.920 0.116
H -9.776 7.324 3.808 0.083
H -9.393 8.359 2.507 0.082
H -8.964 8.834 4.104 0.082
C -0.648 0.655 -6.677 -0.094
O 0.129 -0.248 -7.447 -0.220
C -0.480 -0.833 -8.591 -0.176
C 0.537 -1.763 -9.273 -0.163
O 1.737 -1.115 -9.768 -0.151
C 2.926 -1.864 -10.154 -0.153
C 2.839 -2.659 -11.483 -0.202
O 1.688 -3.500 -11.541 -0.186
C 1.624 -4.102 -12.849 -0.097
H -0.632 1.611 -7.201 0.087
H -0.269 0.903 -5.686 0.069
H -1.649 0.227 -6.630 0.085
H -0.794 -0.133 -9.365 0.126
H -1.361 -1.386 -8.264 0.124
H 0.045 -2.374 -10.030 0.112
H 0.847 -2.490 -8.523 0.113
H 3.159 -2.590 -9.374 0.116
H 3.751 -1.154 -10.093 0.114
H 3.754 -3.231 -11.637 0.123
H 2.752 -1.856 -12.214 0.122
H 2.585 -4.520 -13.149 0.081
H 1.344 -3.437 -13.667 0.086
H 0.896 -4.913 -12.855 0.084
C -0.886 1.516 -2.433 -0.081
O -1.336 0.383 -1.698 -0.177
C -0.301 -0.584 -1.386 -0.156
C -0.903 -1.457 -0.339 -0.201
O -1.593 -0.803 0.675 -0.162
C -0.951 0.244 1.417 -0.119
C 0.341 -0.175 2.143 -0.155
O 0.791 1.014 2.821 -0.215
C 2.182 0.976 3.181 -0.075
H -1.693 2.113 -2.858 0.076
H -0.159 1.337 -3.225 0.078
H -0.383 2.236 -1.788 0.054
H 0.585 -0.087 -0.992 0.115
H 0.028 -1.202 -2.222 0.105
H -0.197 -2.177 0.074 0.105
H -1.624 -2.159 -0.758 0.116
H -1.718 0.668 2.065 0.131
H -0.723 1.006 0.672 0.116
H 1.067 -0.436 1.374 0.115
H 0.214 -0.981 2.866 0.117
H 2.417 1.863 3.770 0.066
H 2.730 1.044 2.241 0.077
H 2.398 0.098 3.790 0.088
C 8.185 -6.131 2.959 -0.104
O 7.444 -7.056 3.743 -0.186
C 6.606 -6.503 4.767 -0.179
C 5.730 -5.298 4.437 -0.219
O 4.911 -5.650 3.344 -0.134
C 3.823 -4.723 3.099 -0.146
C 4.351 -3.376 2.622 -0.174
O 5.063 -2.557 3.579 -0.192
C 5.680 -1.494 2.934 -0.131
H 8.738 -6.687 2.202 0.087
H 8.808 -5.464 3.554 0.091
H 7.454 -5.649 2.310 0.078
H 7.298 -6.189 5.548 0.120
H 5.889 -7.248 5.112 0.126
H 6.352 -4.433 4.205 0.110
H 5.064 -5.080 5.272 0.131
H 3.120 -4.661 3.930 0.122
H 3.238 -5.148 2.283 0.111
H 3.539 -2.773 2.216 0.119
H 5.020 -3.554 1.779 0.114
H 6.302 -1.665 2.056 0.083
H 6.324 -1.082 3.711 0.093
H 4.906 -0.777 2.659 0.074
C -4.768 10.486 1.382 -0.111
O -5.098 9.528 0.391 -0.163
C -6.040 8.545 0.790 -0.201
C -5.957 7.486 -0.234 -0.205
O -4.680 6.921 -0.391 -0.125
C -4.529 5.756 -1.188 -0.180
C -3.082 5.249 -1.188 -0.134
O -2.765 4.725 0.141 -0.209
C -1.425 4.406 0.315 -0.126
H -5.642 11.035 1.732 0.079
H -4.062 11.251 1.057 0.084
H -4.377 10.067 2.309 0.081
H -7.062 8.925 0.791 0.131
H -5.825 8.128 1.774 0.108
H -6.170 7.922 -1.210 0.129
H -6.702 6.709 -0.065 0.135
H -4.738 6.087 -2.205 0.123
H -5.208 4.927 -0.988 0.124
H -2.399 6.068 -1.417 0.130
H -3.044 4.405 -1.876 0.111
H -0.837 5.322 0.368 0.083
H -0.964 3.931 -0.551 0.057
H -1.267 3.885 1.260 0.086
C -2.141 -6.020 -9.860 -0.091
O -2.084 -6.245 -8.424 -0.188
C -0.830 -5.810 -7.799 -0.163
C -0.975 -5.811 -6.249 -0.150
O -1.856 -4.735 -5.829 -0.116
C -2.206 -4.804 -4.513 -0.239
C -1.131 -4.387 -3.584 -0.205
O -0.908 -2.998 -3.543 -0.208
C -0.119 -2.479 -4.639 -0.068
H -2.744 -6.758 -10.389 0.080
H -1.132 -6.039 -10.271 0.072
H -2.581 -5.049 -10.088 0.078
H -0.557 -4.792 -8.073 0.109
H -0.014 -6.482 -8.065 0.119
H 0.063 -5.708 -5.934 0.113
H -1.314 -6.785 -5.896 0.129
H -2.678 -5.763 -4.298 0.132
H -2.890 -3.972 -4.347 0.105
H -0.169 -4.839 -3.823 0.118
H -1.405 -4.691 -2.573 0.125
H -0.074 -1.406 -4.451 0.071
H -0.431 -2.569 -5.679 0.081
H 0.896 -2.876 -4.627 0.094
C -2.898 4.681 10.388 -0.102
O -3.346 3.507 11.021 -0.185
C -2.404 2.438 11.165 -0.182
C -2.158 1.641 9.845 -0.154
O -1.414 2.335 8.808 -0.159
C -0.032 2.592 9.098 -0.204
C 0.674 3.359 8.021 -0.162
O 0.436 2.777 6.672 -0.201
C 0.905 3.637 5.587 -0.098
H -2.669 4.392 9.363 0.078
H -1.969 5.020 10.847 0.084
H -3.653 5.466 10.434 0.091
H -2.842 1.755 11.894 0.123
H -1.422 2.707 11.553 0.107
H -3.129 1.473 9.379 0.126
H -1.764 0.654 10.089 0.118
H 0.518 1.661 9.236 0.123
H 0.044 3.139 10.038 0.114
H 1.729 3.347 8.295 0.118
H 0.372 4.404 8.090 0.121
H 0.570 3.006 4.764 0.069
H 1.981 3.813 5.579 0.071
H 0.328 4.557 5.494 0.088
C -4.448 -9.663 2.428 -0.119
O -4.823 -9.283 1.118 -0.183
C -6.189 -8.923 1.082 -0.214
C -6.778 -8.526 -0.271 -0.151
O -6.354 -7.187 -0.601 -0.135
C -5.196 -7.128 -1.395 -0.194
C -4.665 -5.688 -1.579 -0.202
O -4.070 -5.217 -0.384 -0.165
C -4.036 -3.778 -0.403 -0.083
H -3.440 -10.065 2.324 0.089
H -5.071 -10.437 2.876 0.080
H -4.488 -8.852 3.155 0.088
H -6.341 -8.139 1.823 0.128
H -6.730 -9.776 1.492 0.114
H -7.859 -8.527 -0.129 0.121
H -6.562 -9.196 -1.103 0.125
H -5.454 -7.488 -2.391 0.123
H -4.420 -7.753 -0.953 0.121
H -5.579 -5.135 -1.796 0.110
H -3.931 -5.680 -2.384 0.103
H -3.360 -3.479 0.398 0.083
H -5.037 -3.357 -0.303 0.091
H -3.602 -3.378 -1.319 0.056
C 6.667 -0.218 -6.019 -0.144
O 6.898 -1.046 -4.936 -0.138
C 7.548 -0.373 -3.902 -0.236
C 7.880 -1.238 -2.696 -0.169
O 6.702 -1.711 -2.061 -0.119
C 6.122 -0.776 -1.191 -0.203
C 4.781 -1.348 -0.623 -0.150
O 3.720 -1.411 -1.587 -0.181
C 3.315 -0.225 -2.256 -0.081
H 6.056 -0.774 -6.730 0.087
H 7.579 -0.035 -6.587 0.092
H 6.167 0.726 -5.800 0.081
H 7.012 0.514 -3.563 0.113
H 8.464 0.100 -4.256 0.125
H 8.572 -0.861 -1.942 0.127
H 8.432 -2.052 -3.167 0.127
H 5.962 0.214 -1.617 0.093
H 6.839 -0.632 -0.383 0.116
H 4.532 -0.768 0.265 0.101
H 4.986 -2.355 -0.260 0.108
H 3.104 0.585 -1.558 0.065
H 2.338 -0.308 -2.732 0.079
H 4.037 0.180 -2.965 0.086
C 2.286 5.066 3.021 -0.160
O 2.665 6.035 2.066 -0.125
H 2.964 4.217 2.936 0.064
H 2.522 5.500 3.993 0.077
H 1.234 4.822 2.868 0.083
H 1.917 6.635 2.014 0.072
C -3.674 3.030 -5.715 -0.174
O -4.043 4.069 -4.857 -0.118
H -3.024 3.365 -6.523 0.079
H -3.095 2.316 -5.130 0.053
H -4.540 2.494 -6.105 0.088
H -3.271 4.601 -4.653 0.072
C -4.252 1.215 -0.487 -0.128
O -4.221 -0.058 0.181 -0.134
H -5.289 1.542 -0.419 0.081
H -3.530 1.881 -0.014 0.071
H -4.060 1.170 -1.559 0.056
H -3.312 -0.364 0.229 0.025
C 5.268 3.070 0.981 -0.137
O 5.623 2.127 -0.056 -0.121
H 4.299 2.912 1.455 0.065
H 6.036 3.017 1.752 0.058
H 5.374 4.112 0.678 0.073
H 6.526 2.252 -0.355 0.071
C -3.518 -1.264 -3.591 -0.252
S -5.197 -1.972 -3.830 0.876
O -5.298 -3.507 -3.600 -0.565
C -6.102 -1.130 -2.408 -0.229
H -2.867 -1.744 -4.323 0.027
H -3.118 -1.622 -2.643 0.030
H -3.442 -0.177 -3.617 0.046
H -6.238 -0.057 -2.541 0.043
H -5.680 -1.296 -1.417 0.025
H -7.106 -1.555 -2.434 0.043